ORCA calculation (wB97M-V/def2-TZVPD) on a cluster of 2 separate species, C28H56BrFIN2O4S in total in a non-equilibrium geometry.

Geometry as XYZ:
```
94
Properties=species:S:1:pos:R:3:mulliken_charge:R:1
C -3.099 1.648 -5.191 -0.820
C -1.663 0.898 -4.810 -0.426
C -1.218 1.328 -3.255 0.333
O -1.802 0.385 -2.361 -0.210
C -1.201 0.146 -1.068 -0.537
C -2.404 -0.664 -0.223 -0.922
C -3.805 -0.847 -1.115 -0.327
C -4.685 -1.949 -0.205 -0.882
I -5.070 0.911 -1.252 -0.068
N -0.835 1.335 -0.222 1.459
C -1.828 2.471 -0.159 0.058
C -2.760 2.526 1.200 -0.786
C -1.878 2.761 2.598 0.041
F -2.777 3.395 3.623 -0.372
C 0.523 1.952 -0.477 -1.279
C 1.676 0.958 -1.060 0.909
C 2.590 1.831 -2.157 -0.999
C 3.908 2.540 -1.489 -0.900
C 3.591 3.759 -0.441 -0.153
C 4.506 3.494 0.896 -0.741
C 3.488 3.621 2.193 -0.150
O 4.137 3.246 3.459 -0.401
C 3.081 2.883 4.454 -0.161
C 3.038 1.250 4.748 -0.731
N 1.209 -0.255 -1.800 0.052
C 0.049 -0.974 -1.155 0.537
C 0.581 -1.503 0.290 -0.310
C 2.112 -2.068 0.360 -0.532
C 2.196 -3.391 1.381 -0.643
S 1.360 -3.082 3.033 -0.190
C -0.429 -2.114 -2.223 -0.679
C 0.138 -3.627 -1.993 0.224
C 0.051 -4.359 -3.498 -1.072
Br -1.081 -4.786 -0.836 -0.057
H -3.223 1.817 -6.363 0.294
H -3.279 2.641 -4.583 0.227
H -3.971 0.907 -4.860 0.197
H -0.801 1.177 -5.586 0.334
H -1.880 -0.253 -4.799 0.140
H -0.065 1.465 -3.287 -0.366
H -1.674 2.425 -3.125 0.220
H -2.591 -0.223 0.843 0.186
H -2.113 -1.807 -0.029 -0.093
H -3.620 -1.436 -2.131 0.436
H -4.011 -2.873 0.088 0.271
H -5.195 -1.421 0.715 0.309
H -5.523 -2.359 -0.924 0.359
H -0.780 0.972 0.779 0.381
H -1.250 3.518 -0.133 0.399
H -2.520 2.566 -1.126 -0.051
H -3.549 1.671 1.294 0.176
H -3.396 3.534 1.095 0.373
H -1.659 1.668 3.001 0.197
H -0.886 3.352 2.413 0.048
H 0.884 2.394 0.571 -0.010
H 0.498 2.880 -1.228 0.291
H 2.426 0.712 -0.170 -0.234
H 1.933 2.544 -2.827 0.276
H 3.008 1.002 -2.908 0.367
H 4.513 3.029 -2.394 0.350
H 4.623 1.699 -1.063 0.361
H 2.456 3.949 -0.223 0.109
H 4.000 4.770 -0.926 0.443
H 4.985 2.424 0.962 0.258
H 5.394 4.266 0.911 0.328
H 2.593 2.875 1.968 0.094
H 3.068 4.716 2.297 0.230
H 2.026 3.205 4.050 0.094
H 3.238 3.417 5.492 0.307
H 3.658 0.973 5.726 0.281
H 3.401 0.636 3.808 0.159
H 1.900 0.931 4.919 0.245
H 1.960 -0.880 -2.145 0.564
H -0.120 -2.418 0.600 -0.144
H 0.480 -0.736 1.184 0.364
H 2.603 -2.341 -0.665 0.253
H 2.767 -1.225 0.880 0.133
H 3.356 -3.536 1.608 0.441
H 1.743 -4.353 0.838 0.232
H 1.783 -4.062 3.956 0.152
H -0.019 -1.767 -3.290 0.209
H -1.596 -2.211 -2.372 -0.165
H 1.265 -3.716 -1.696 0.136
H -1.040 -4.151 -3.902 0.275
H 0.244 -5.504 -3.331 0.361
H 0.875 -3.862 -4.205 0.317
O -3.564 -4.179 2.427 -0.808
C -2.311 -4.379 2.858 0.609
C -2.342 -4.801 4.403 -0.533
O -1.088 -4.987 4.838 -0.789
H -1.617 -3.522 2.797 -0.224
H -1.726 -5.165 2.349 -0.052
H -3.026 -5.666 4.459 0.207
H -2.939 -4.023 4.912 0.213
```

## Properties
E_HOMO (Eh): -0.0213
2S+1: 1
Net charge: -1
Largest force on an atom (Eh/bohr): 0.083
Gap between HOMO and LUMO (eV): 2.0
Total energy (Eh): -4879.97604
Molar mass (g mol⁻¹): 742.64
E_LUMO (Ha): 0.0523